Entry 1:
Computed, not measured: one molecule with the formula C18H17NO5, with the ωB97M-V functional and the def2-TZVPD basis.

Cartesian coordinates (Å):
O 2.0076 0.4257 -3.3567
O 2.9450 -2.0400 1.2377
O -1.5722 0.8961 -0.1651
O 1.1984 -2.8201 -0.0262
O 2.7399 -1.5508 -3.7508
N 2.0334 -0.7921 -3.1268
C -1.5445 1.4567 2.9240
C -0.9055 1.9701 0.5560
C -0.9026 0.2769 -3.7564
C -0.8305 0.1784 -2.3695
C -1.2360 0.9831 4.2002
C 1.9072 -2.4499 -1.2389
C -2.4162 1.9772 -2.1613
C -0.5094 1.5646 1.9583
C 0.8134 1.2239 2.3206
C 1.0880 0.8285 3.6320
C -0.0160 -0.8504 -1.7101
C 1.2409 -1.3494 -2.0910
C -1.7536 1.2130 -4.3694
C 1.1334 -2.8957 2.4227
C -2.4480 2.0942 -3.5635
C 1.8377 -2.5101 1.1534
C -1.6406 1.0216 -1.5542
C 0.0733 0.6139 4.5296
H 0.3196 0.2785 5.5430
H 2.9466 -2.1366 -1.0486
H 1.9634 -3.3780 -1.8398
H -0.3657 -0.4402 -4.4147
H -2.5503 1.8080 2.7036
H -2.0341 0.8680 4.9539
H -3.0162 2.6067 -1.5871
H 2.0853 0.5719 3.9133
H -1.8495 1.2316 -5.4333
H -0.5312 -1.2678 -0.8588
H 0.9206 -3.9349 2.3898
H 0.1914 -2.3409 2.5125
H -3.0682 2.8456 -4.0148
H -0.0219 2.3522 0.0412
H 1.5962 1.3480 1.5799
H 1.7830 -2.6728 3.2714
H -1.6122 2.7951 0.5941

Results
* structure (SMILES): CC(=O)OC/C(=C/c1ccccc1OCc1ccccc1)[N+](=O)[O-]
* strongest force on any atom: 5.46 eV/A

=====

Entry 2:
Computed, not measured: C18H18BiBrFN6O5 as an isolated structure, with the ωB97M-V functional and the def2-TZVPD basis.

Cartesian coordinates (Å):
Bi -1.2003 -0.4484 1.3821
Br -1.0323 -1.1510 4.4598
F 3.3417 3.4820 -1.7274
O -0.1050 1.0443 2.8587
O 1.4285 5.6512 2.7738
O 0.5712 0.0279 -5.6557
O -0.0549 1.6611 0.7881
O 3.6124 6.2514 -1.1639
N -1.8826 -2.7479 2.3869
N 1.7715 -1.9415 1.4408
N -0.2240 0.3621 -2.9954
N -0.8106 -0.7095 -0.8891
N 2.5134 5.9106 0.7966
N 1.7398 3.8203 1.4583
C 0.2646 1.8601 1.9789
C -3.1081 -6.2408 1.7919
C 1.5226 -0.1013 -4.6286
C 1.1359 0.7190 -3.3893
C -2.4400 -4.9997 3.8831
C 1.8611 5.1805 1.7539
C -1.9712 -3.8530 4.4988
C 3.0636 5.4882 -0.4170
C -2.6320 -5.0194 2.5006
C -0.7020 -0.3998 -5.2484
C -1.6986 -2.7576 3.6994
C 0.7487 -1.4338 1.4203
C 2.2654 3.2821 0.3221
C 1.1188 3.0014 2.4685
C -2.3505 -3.8462 1.8038
C -1.1968 0.4658 -4.0800
C 2.8709 4.0492 -0.6016
C -0.5100 -0.1803 -1.8822
H -1.3602 -0.2835 -6.1102
H -2.5054 -3.7848 0.7353
H 2.4600 0.2715 -5.0392
H -4.0038 -6.0302 1.2128
H 1.8265 0.5366 -2.5655
H -2.3483 -6.5926 1.0966
H 1.1383 1.7845 -3.6369
H -3.3236 -7.0407 2.4935
H -2.1820 0.1508 -3.7377
H 1.8687 2.5560 3.1363
H 2.1473 2.2173 0.1884
H -0.6869 -1.4616 -4.9508
H -1.2321 1.5096 -4.4080
H 1.6429 -1.1570 -4.3446
H -1.8150 -3.7963 5.5634
H 2.6199 6.8983 1.0130
H -2.6559 -5.8724 4.4791
H 0.4992 3.6666 3.0876

Results
* total charge: +1
* strongest force on any atom: 1.26 eV/A

=====

Entry 3:
Computed, not measured: C18H18CdN6O3Te4 as an isolated structure, with the ωB97M-V functional and the def2-TZVPD basis.

Cartesian coordinates (Å):
Te -6.2057 -1.9374 -4.2876
Te -4.7469 -1.9030 -2.0304
Te -5.4078 0.3408 -0.5719
Te -7.1665 -0.3907 1.3170
Cd -2.7921 -0.2249 0.0543
O -1.0786 -1.5162 0.6340
O -2.6778 1.4481 1.5358
O -1.1455 2.7571 2.5125
N 1.2093 -1.5178 0.4706
N 2.5276 3.0963 -1.7032
N -2.2053 3.6716 -0.6955
N 2.4721 -0.9867 -3.3839
N -1.1653 0.6609 -1.3901
N 2.2772 -0.7964 1.0057
C 2.2998 -3.6885 0.5891
C -2.5579 4.5691 0.3989
C 0.0177 -0.9730 0.8962
C 1.3864 -2.8351 -0.0158
C -0.0795 0.7846 -1.7674
C -3.0846 3.7978 1.6128
C 2.5300 1.4315 2.1211
C 1.2323 0.9388 -2.2223
C 3.4402 -0.6396 0.1370
C 1.7244 -5.3971 -1.0018
C 1.8942 -0.1279 -2.8680
C 0.6364 -3.2518 -1.1074
C 1.9438 2.1255 -1.9355
C -2.2219 2.5715 1.9216
C 2.4720 -4.9691 0.0854
C 0.3543 0.2041 1.6270
C 0.8059 -4.5383 -1.5905
C 1.7051 0.3017 1.6147
H -3.0276 4.4548 2.4827
H -1.7726 4.1766 -1.4583
H -0.3358 0.9121 2.0692
H 3.1009 1.8886 1.3095
H 3.7739 -1.6178 -0.1993
H 3.2153 -0.0180 -0.7288
H -1.7280 5.2115 0.7248
H 3.1871 -5.6357 0.5512
H -4.1184 3.4911 1.4562
H 1.8578 2.1828 2.5303
H 3.2284 1.1037 2.8937
H 0.2295 -4.8598 -2.4478
H -0.0643 -2.5700 -1.5676
H -1.5416 2.9703 -0.3894
H 2.8621 -3.3439 1.4475
H 1.8603 -6.3969 -1.3940
H -3.3528 5.2258 0.0335
H 4.2327 -0.1814 0.7243

Results
* total charge: -2
* strongest force on any atom: 0.67 eV/A

=====

Entry 4:
Computed, not measured: one molecule with the formula C18H18ClF3N2OS, with the ωB97M-V functional and the def2-TZVPD basis.

Cartesian coordinates (Å):
Cl -2.9268 3.0402 -4.0619
S 2.3266 1.6732 -1.1187
F 0.5463 1.8902 4.8131
F 0.8594 1.9590 7.1766
F 1.8304 3.7126 5.8821
O 2.7558 1.3991 5.8546
N 1.9480 -1.5643 -0.8052
N -0.1503 -3.8007 -0.3439
C 3.6252 1.6718 4.6987
C 0.7985 0.7606 -1.8144
C 2.3232 -0.8697 0.4851
C 2.5947 0.7795 0.5491
C 3.2040 0.8074 3.3369
C 3.0279 1.5971 1.9026
C 1.5580 2.2533 5.8694
C -1.7048 0.5752 -3.0827
C -1.7341 -1.0783 -2.8581
C 2.5021 -1.6547 1.9510
C -5.5649 0.1206 -3.3542
C -3.0598 1.1889 -3.8401
C -4.2932 0.9606 -2.7335
C 2.9120 -0.8216 3.3328
C -0.4302 1.5263 -2.5891
C -0.3538 -3.4337 -1.8002
C 0.8057 -0.8877 -1.5304
C -0.4649 -1.8179 -2.0806
H -4.6431 2.0121 -2.3446
H -5.5674 -1.0321 -3.0495
H -2.6616 -1.6971 -3.2305
H 2.8150 -1.5726 -1.4203
H 3.0127 -1.3713 4.3818
H -3.9160 0.3405 -1.7858
H -0.4192 2.6887 -2.7458
H -1.2724 -4.0606 -2.2009
H -3.2527 0.6124 -4.8436
H 4.7234 1.3012 4.9740
H 0.8929 -3.9088 -0.1794
H -5.4565 0.1491 -4.5196
H 2.3044 -2.8220 2.0567
H 0.6069 -3.8162 -2.3928
H -0.4080 -2.9809 0.2780
H 3.6986 2.7991 4.3886
H 3.1976 2.7708 1.7765
H -6.5895 0.6006 -2.9817

Results
* structure (SMILES): CC[C@@H](Cl)c1cc(CN)c2c(c1)Sc1cc(COC(F)(F)F)ccc1N2
* strongest force on any atom: 5.35 eV/A

=====

The evaluated Kohn-Sham gap for the records listed, in turn: 8.27 8.05 5.02 7.87 eV.
The evaluated HOMO energy for the records listed, in turn: -8.9916 -11.2227 -1.1821 -8.2675 eV.